The following is a DFT calculation (ωB97M-V with the def2-TZVPD basis set) of a 15-piece molecular cluster, C5H40N2O14 overall in a non-equilibrium geometry.

Geometry as XYZ:
```
61
Properties=species:S:1:pos:R:3
C 2.2049 1.9206 -3.0967
C 1.7397 0.6875 -2.3020
C 0.1828 0.9202 -1.9581
C 0.0925 1.3432 -0.4531
N -0.8206 0.4920 0.2989
C -0.7179 -0.8677 0.2043
N -1.3603 -1.6249 1.0182
H 2.5641 1.6701 -4.1022
H 1.3383 2.5424 -3.3036
H 2.9526 2.6372 -2.7563
H 2.1641 0.4095 -1.3323
H 1.7232 -0.2705 -2.8229
H -0.3414 -0.0203 -2.0816
H -0.1109 1.6680 -2.6602
H 1.0699 1.5917 -0.0659
H -0.4504 2.2923 -0.4633
H -1.5161 0.9124 0.8833
H -0.1869 -1.2501 -0.6556
H -2.0154 -1.1048 1.5995
H 3.5963 2.1447 -0.9286
H 4.2055 0.8422 -0.9546
O 4.4303 1.7343 -0.6588
H 2.2840 -3.0263 -0.5303
H 3.4623 -2.4149 -1.2869
O 3.1236 -2.5441 -0.3958
H -0.8508 -4.7118 2.3281
H -1.5886 -3.9190 1.3307
O -1.2632 -4.8276 1.4614
H -3.1922 2.1455 -0.8618
H -3.0566 2.8086 0.5245
O -3.2467 1.9711 0.0794
H -1.5274 -0.4392 4.2306
H -1.3076 0.8092 3.2433
O -1.8386 -0.0068 3.4443
H 0.6714 1.3090 3.0787
H -0.0373 2.1942 3.9603
O -0.0849 1.9286 3.0321
H 1.9920 0.8337 1.9400
H 2.9539 1.7574 1.3460
O 2.5312 1.6016 2.2013
H -3.3990 0.0864 -0.8320
H -4.3382 -1.0628 -0.6233
O -3.8287 -0.6327 -1.3184
H 2.5770 -1.4796 1.3134
H 2.6433 -1.6430 2.8135
O 2.5634 -0.9717 2.1327
H 0.0738 -3.2026 3.7062
H -0.4682 -2.6840 2.4159
O 0.2827 -3.2130 2.7634
H -0.6509 4.3400 0.4134
H -0.9819 3.3917 1.6975
O -1.3056 3.8888 0.9389
H 0.8730 -4.2430 0.4168
H -0.1667 -3.3699 -0.2735
O 0.7003 -3.7560 -0.3981
H -1.8672 -2.4405 -2.7720
H -2.5321 -1.3009 -2.4473
O -1.6756 -1.4926 -2.8971
H -2.3655 1.5346 -3.8187
H -3.4131 2.0862 -2.7596
O -2.4892 2.0252 -3.0064
```

Properties
Charge: 0
Energy (eV): -37478.4877
Energy relative to the best compared isomer or geometry (same formula, charge and spin) (kJ/mol): 475.0
F_max (eV/A): 3.553
Gap between HOMO and LUMO (hartree): 0.32687

The following is a DFT calculation (ωB97M-V with the def2-TZVPD basis set) of a 15-piece molecular cluster, C5H40NO14S overall in a non-equilibrium geometry.

Geometry as XYZ:
```
61
Properties=species:S:1:pos:R:3
C -0.1125 -1.4187 -2.3647
C -0.1575 0.1340 -2.6560
S 0.4701 0.4829 -4.3259
C -0.8445 -1.7527 -1.0643
N 0.0924 -2.0668 -0.0132
C -0.3013 -2.8983 1.1217
C -1.7420 -2.7516 1.5311
H 0.9506 -1.7802 -2.1964
H -0.4301 -2.1382 -3.1316
H 0.5956 0.6124 -1.9242
H -1.1309 0.6096 -2.3540
H -1.4875 -2.5787 -1.3817
H -1.5130 -0.8430 -0.8537
H 0.4753 -1.2110 0.4243
H -0.0482 -3.9134 0.8467
H 0.3799 -2.6691 1.9805
H -2.1404 -1.8058 1.0220
H -2.3132 -3.5864 1.1960
H -1.8542 -2.6545 2.6353
H 1.3727 1.2679 0.4309
H 1.1695 0.6292 1.8752
O 1.4557 0.4521 0.9822
H 0.3824 3.9236 2.1041
H -0.6786 3.7240 3.0429
O 0.3440 3.8352 3.0800
H -5.6421 -0.5734 -1.4945
H -4.7141 -1.5722 -1.0077
O -5.6774 -1.4183 -0.9883
H 2.7686 -2.3023 0.8699
H 3.2391 -0.7714 1.0531
O 3.3849 -1.6892 1.2693
H 2.9194 0.9556 -0.3703
H -0.1599 -0.4228 -5.0062
O 3.6590 0.7162 -0.9379
H 4.6147 -1.8610 -0.1306
H 4.7205 -0.5578 -1.0181
O 4.9638 -1.5588 -0.9789
H 3.4987 1.2262 -1.7460
H 1.1090 2.8647 -1.4662
O 0.9637 2.7441 -0.5184
H 2.7963 -2.3702 -1.5672
H 3.9559 -2.0937 -2.5884
O 3.0572 -2.3698 -2.4762
H -1.9164 3.5101 -1.1208
H -0.0725 2.5891 -0.4245
O -1.5105 2.8187 -0.6107
H -1.7077 3.0373 0.8902
H -2.9511 3.7866 1.5228
O -2.1729 3.2780 1.7899
H -3.9604 0.9016 -1.7953
H -5.2980 1.5340 -1.6189
O -4.8407 0.8775 -2.1711
H -3.6702 2.0665 0.9154
H -2.7378 2.0386 -0.3433
O -3.8049 1.9884 -0.0321
H 1.5551 -1.4619 3.7027
H 2.9591 -1.0577 3.2700
O 2.3229 -0.9078 3.9780
H 1.2232 1.9910 3.5241
H 2.0440 0.7820 3.9681
O 2.1475 1.6795 3.6508
```

Properties
Charge: -1
Energy (eV): -46826.1262
Energy relative to the best compared isomer or geometry (same formula, charge and spin) (kJ/mol): 155.5
F_max (eV/A): 3.196
Gap between HOMO and LUMO (hartree): 0.32545

The following is a DFT calculation (ωB97M-V with the def2-TZVPD basis set) of a 15-piece molecular cluster, C5H41NO14 overall in a non-equilibrium geometry.

Geometry as XYZ:
```
61
Properties=species:S:1:pos:R:3
C -0.4630 1.2503 -3.3966
N 0.4454 0.2330 -2.8729
C 0.3756 -1.0123 -3.6433
C -1.2854 -0.2068 -1.0670
C 0.2131 0.0352 -1.3774
C 0.9799 -1.1532 -0.8283
H 0.0502 2.2122 -3.3462
H -0.5810 1.1143 -4.4736
H -1.4861 1.1449 -3.0209
H 0.6559 -0.7958 -4.6846
H -0.6608 -1.3887 -3.6393
H 1.0466 -1.7857 -3.2550
H -1.9442 -0.3801 -1.9128
H -1.5431 0.5574 -0.3287
H -1.3866 -1.1523 -0.5477
H 0.4671 1.0529 -1.0132
H 1.0022 -1.1074 0.2511
H 0.7131 -2.0568 -1.3777
H 2.0166 -1.0537 -1.1888
H -0.5164 1.2308 1.6330
H 0.8527 0.8487 2.2067
O 0.2415 0.6405 1.4851
H -1.3346 -0.8739 3.2987
H 0.0650 -0.5234 3.1156
O -0.4581 -1.2988 3.3615
H 2.5075 1.1719 -1.9901
H 2.7372 0.7523 -3.4393
O 3.1814 1.0666 -2.6415
H -2.2121 3.8922 -0.5754
H -0.8799 3.0596 -0.9247
O -1.7103 3.0757 -0.4181
H 5.1935 -1.1246 -1.0274
H 4.8015 0.2828 -1.2017
O 4.8129 -0.4123 -0.5161
H 2.6095 -2.9184 0.8555
H 1.7966 -2.9827 2.1055
O 2.0924 -3.5405 1.3717
H -2.6325 2.0458 2.8187
H -2.5493 1.2243 3.9730
O -2.2125 2.0757 3.6951
H 3.2030 1.3154 0.8667
H 4.3190 0.4582 1.5992
O 3.6309 1.1155 1.6982
H -3.8827 -0.7815 2.7415
H -3.2013 0.0876 1.5310
O -3.1881 -0.2137 2.4360
H 2.6450 2.0958 2.7839
H 1.8498 3.2504 3.2404
O 1.8366 2.2980 3.3303
H -1.5633 -3.5302 -1.1171
H -3.1404 -3.4510 -1.3162
O -2.2852 -3.0964 -1.5517
H -0.8600 3.9579 1.1418
H 0.3217 3.3289 1.9383
O 0.0326 4.1213 1.4597
H -3.6928 -1.0683 -0.7206
H -4.8784 -1.7460 0.2019
O -4.2387 -1.0633 0.0647
H -0.1572 -3.6597 0.7503
H -0.9956 -2.8856 1.9438
O -0.7566 -3.7330 1.5152
```

Properties
Charge: 0
Energy (eV): -36004.3193
Energy relative to the best compared isomer or geometry (same formula, charge and spin) (kJ/mol): 403.2
F_max (eV/A): 2.708
Gap between HOMO and LUMO (hartree): 0.32278

The following is a DFT calculation (ωB97M-V with the def2-TZVPD basis set) of a 15-piece molecular cluster, C5H41NO15 overall in a non-equilibrium geometry.

Geometry as XYZ:
```
62
Properties=species:S:1:pos:R:3
C 1.7918 1.2557 1.2079
N 0.5022 0.7741 0.6410
C 0.7224 0.1037 -0.6666
C -0.4844 0.1990 -1.6126
C -1.7985 -0.3756 -1.1022
O -1.6939 -1.7933 -0.8344
C 1.6143 1.7127 2.6501
H 2.1272 2.1165 0.5981
H 2.5963 0.4711 1.1587
H 0.0540 0.1433 1.3374
H 1.0219 -0.9391 -0.5447
H 1.6038 0.6209 -1.1197
H -0.2393 -0.3250 -2.5695
H -0.6421 1.2491 -1.9398
H -2.1353 0.1397 -0.1927
H -2.6225 -0.3082 -1.8305
H -0.9904 -1.9480 -0.1808
H 0.8047 2.4377 2.7098
H 2.5368 2.1652 3.0352
H 1.3796 0.9117 3.3403
H -1.2097 0.9222 3.2526
H -1.4229 2.2044 2.3702
O -1.5971 1.7964 3.2342
H 1.4424 4.0639 -2.3874
H 1.6067 2.5117 -2.3577
O 1.0939 3.2714 -1.9553
H -4.8975 0.5063 0.3953
H -5.0045 0.2356 1.8980
O -5.1283 -0.1981 1.0354
H -0.6517 3.3808 -2.0592
H -1.7889 3.0367 -1.1255
O -1.6245 3.4481 -1.9792
H 3.6937 -0.6487 -0.6952
H 3.4039 -0.8483 -2.1934
O 3.9757 -0.3757 -1.5700
H 2.2866 -1.5478 -4.2398
H 1.3522 -1.7284 -3.0013
O 2.1017 -1.1904 -3.3613
H 0.2080 -3.5334 1.2633
H -0.3804 -2.1953 1.5892
O 0.2070 -2.6415 0.8991
H 3.3433 -1.9789 1.0705
H 1.7910 -1.9071 0.8978
O 2.6027 -1.3633 1.0029
H 2.2660 0.6254 -3.3821
H 3.4184 1.1419 -2.5315
O 2.6809 1.4589 -3.0979
H -0.6093 2.2009 0.4346
H -1.1392 3.6356 0.6741
O -1.4145 2.7054 0.6627
H 0.6321 -0.7070 3.1698
H 2.0105 -1.2089 2.6685
O 1.3703 -1.2659 3.4097
H -3.2291 -2.6265 0.4950
H -4.2271 -1.6119 1.2208
O -3.6089 -2.3731 1.3485
H -2.3921 -1.7638 2.1354
H -1.5139 -1.7321 3.4342
O -1.5199 -1.3586 2.5456
H 0.4429 -3.5426 -1.9200
H -0.5822 -2.4846 -2.0001
O 0.1549 -2.8573 -2.5470
```

Properties
Charge: +1
Energy (eV): -38045.8957
2S+1: 2
Energy relative to the best compared isomer or geometry (same formula, charge and spin) (kJ/mol): 0.0
F_max (eV/A): 5.186
⟨S²⟩: 0.755
Gap between HOMO and LUMO (alpha / beta) (hartree): 0.37710 / 0.18047

The following is a DFT calculation (ωB97M-V with the def2-TZVPD basis set) of one molecule with the formula C5H4Br2S in a non-equilibrium geometry.

Geometry as XYZ:
```
12
Properties=species:S:1:pos:R:3
C 1.7292 0.7416 0.0587
C 0.4768 -0.0741 0.0935
C 0.4452 -1.3579 -0.0685
S -1.1956 -2.0636 -0.1237
C -1.9855 -0.4359 0.0130
Br -3.8645 -0.3712 0.0754
C -1.1166 0.5639 -0.0329
Br -1.4301 2.4407 0.0805
H 1.7196 0.9759 -0.9528
H 1.4287 1.5212 0.6782
H 2.5197 0.1030 0.3671
H 1.2732 -2.0435 -0.1885
```

Properties
Charge: 0
Energy (eV): -156168.2275
Energy relative to the best compared isomer or geometry (same formula, charge and spin) (kJ/mol): 89.1
Structure (SMILES): Cc1csc(Br)c1Br
F_max (eV/A): 4.470
Gap between HOMO and LUMO (hartree): 0.34834

The following is a DFT calculation (ωB97M-V with the def2-TZVPD basis set) of an isolated ion of composition C5H4BrN2O3S2 and charge -1 in a non-equilibrium geometry.

Geometry as XYZ:
```
17
Properties=species:S:1:pos:R:3
O 4.6242 2.2425 0.2027
S 3.2187 2.0132 -0.0872
O 2.7506 2.3396 -1.4314
O 2.3012 2.4610 0.9828
C 3.0016 0.2206 0.0485
C 3.7960 -0.8963 -0.0195
Br 5.6224 -0.6645 -0.1835
N 3.1087 -2.0787 -0.0873
C 1.8552 -1.6783 -0.0925
N 1.6649 -0.3380 -0.0760
C 0.3188 0.1757 0.1150
C -0.6064 -1.0126 -0.0607
S 0.3635 -2.5790 0.0210
H 0.1947 0.8573 -0.6885
H 0.2167 0.7967 1.0217
H -1.3083 -0.9209 0.9030
H -1.1411 -0.8908 -1.0434
```

Properties
Charge: -1
Energy (eV): -106087.0463
Structure (SMILES): O=S(=O)([O-])c1c(Br)nc2n1CCS2
F_max (eV/A): 2.815
Gap between HOMO and LUMO (hartree): 0.27525

The following is a DFT calculation (ωB97M-V with the def2-TZVPD basis set) of one molecule with the formula C5H4BrNO in a non-equilibrium geometry.

Geometry as XYZ:
```
12
Properties=species:S:1:pos:R:3
C -1.2246 -0.5590 -0.1268
C -0.9164 0.8204 0.3698
C -0.3049 -1.5005 -0.3762
C 0.3970 1.2760 -0.0598
C 1.7090 -0.3590 -0.1473
N 1.0665 -1.4119 -0.1895
O -0.9040 1.9026 -0.5570
Br 3.4215 0.0523 0.2310
H -2.2661 -0.8039 -0.2676
H -1.3599 1.0689 1.3359
H -0.5972 -2.4905 -0.6988
H 0.9791 2.0046 0.4863
```

Properties
Charge: 0
Energy (eV): -78824.6143
Energy relative to the best compared isomer or geometry (same formula, charge and spin) (kJ/mol): 315.5
F_max (eV/A): 5.248
Gap between HOMO and LUMO (hartree): 0.32878

The following is a DFT calculation (ωB97M-V with the def2-TZVPD basis set) of one molecule with the formula C5H4BrNO3 in a non-equilibrium geometry.

Geometry as XYZ:
```
14
Properties=species:S:1:pos:R:3
C 1.6809 0.8154 -1.4055
C 1.0846 0.3204 -0.4762
C 0.7168 -0.3899 0.7200
C -0.2690 -1.2419 0.9618
O -1.2639 -1.7972 0.2463
C -1.8645 -1.1293 -0.8188
Br -1.8708 -1.9642 -2.5333
N -2.2862 0.0816 -0.8103
O -3.0200 0.5319 -1.6687
O -1.9775 0.8247 0.3040
H 2.2885 1.3790 -2.1047
H 1.3802 -0.0892 1.4924
H -0.3549 -1.4946 2.0408
H -2.3018 1.6168 -0.0168
```

Properties
Charge: 0
Energy (eV): -82917.3239
Energy relative to the best compared isomer or geometry (same formula, charge and spin) (kJ/mol): 305.5
Structure (SMILES): C#C/C=C\O/C(Br)=[N+](/[O-])O
F_max (eV/A): 3.678
Gap between HOMO and LUMO (hartree): 0.34254